2 unconnected molecules or ions with the total composition C3H7NO3. Source: OMol25; level of theory: ωB97M-V with the def2-TZVPD basis set.

```
14
Properties=species:S:1:pos:R:3:forces:R:3
O -1.5911 -0.2882 0.7261 1.29 -0.73 -1.40
C -0.7559 -0.3919 -0.2338 0.18 -0.03 1.06
N 0.5886 0.0258 -0.0900 -1.46 -0.35 -2.17
C 1.2716 0.7633 -1.0635 -4.80 -1.23 -2.97
O 2.1164 1.5758 -0.8323 3.66 2.14 1.25
C -1.0535 -1.1086 -1.5661 -0.52 -0.13 3.25
H 0.9054 0.3492 0.7726 0.10 0.51 2.16
H 0.5285 1.0220 -1.9650 1.35 -0.92 1.12
H -0.3965 -0.8111 -2.2890 1.54 0.81 -1.97
H -2.0488 -0.8243 -1.7759 -1.17 -0.04 -0.65
H -0.9524 -2.1959 -1.4618 -0.19 -0.09 0.17
H 0.8152 0.1122 2.8473 0.25 -0.21 -0.63
H 0.0619 0.7790 3.8600 -1.20 0.09 1.60
O 0.5107 0.9929 3.0716 0.97 0.16 -0.83
```
Positions in Å, forces in eV/Å.

Output
Orbital gap (alpha / beta): 0.1246 / 0.3088 hartree
Lowest unoccupied orbital energy (alpha / beta): 0.14483 / 0.13671 hartree
Multiplicity: 2
Total charge: -1
Relative energy (zero: lowest compared OMol25 entry of this formula, charge and spin): 38.74 kcal/mol
HOMO energy (alpha / beta): 0.5501 / -4.6828 eV

Results of the Löwdin charge analysis, in e, for atoms 1 through 4: -0.12, -0.52, 0.08, -0.55